# H30Mg2O19S

A structure of composition H30Mg2O19S in a non-equilibrium geometry (ωB97M-V/def2-TZVPD, the OMol25 dataset).

**Charge**: +2
**Multiplicity**: 1
**Relative energy (zero: lowest compared OMol25 entry of this formula, charge and spin)**: 0.0 kcal per mole

Positions of all 52 atoms, in Å:
1 Mg -1.24143 0.76828 -2.63714
2 Mg -1.09985 -2.47071 0.94425
3 S 0.27365 0.31146 0.28583
4 O 0.13183 1.36004 1.26495
5 O -0.59162 0.44943 -0.90508
6 O 1.68144 0.28153 -0.07631
7 O -0.08552 -0.97206 0.81876
8 O 2.61955 -2.12630 2.48862
9 H 2.77625 -1.20373 2.28723
10 H 1.98308 -2.41040 1.83256
11 O -1.19063 3.57984 0.61143
12 H -1.89706 3.84803 1.19902
13 H -0.76519 2.85173 1.06431
14 O -1.77100 -2.09876 2.79911
15 H -2.72169 -2.11034 2.90992
16 H -1.42488 -2.15169 3.68996
17 O -2.67245 -1.43907 0.25987
18 H -3.09147 -1.80875 -0.51730
19 H -2.98552 -0.53517 0.29428
20 O 0.36583 -3.52050 1.73995
21 H 0.37143 -3.77687 2.66216
22 H 1.03899 -4.06726 1.33478
23 O 1.72808 3.27602 1.46873
24 H 2.32226 2.88987 0.82524
25 H 1.02209 2.63584 1.55800
26 O 0.30947 0.42499 -3.72113
27 H 1.06877 0.86471 -4.10368
28 H 0.58042 -0.48885 -3.63329
29 O -1.86269 -1.01807 -2.83501
30 H -2.57851 -1.48553 -2.40452
31 H -1.62001 -1.57764 -3.57273
32 O -0.94032 1.62631 3.97757
33 H -1.80945 1.30093 4.21203
34 H -0.69039 1.11171 3.21015
35 O 2.52894 -1.20872 -1.88984
36 H 1.68873 -1.34852 -2.32656
37 H 2.30177 -0.78362 -1.06285
38 O 3.23089 2.24269 -0.45729
39 H 2.54135 1.58488 -0.36749
40 H 3.12255 2.58429 -1.34487
41 O -3.03877 1.14772 -1.73344
42 H -3.99034 1.05141 -1.77177
43 H -2.87391 1.56825 -0.88951
44 O -0.62240 -2.92229 -0.89239
45 H -0.62354 -3.84833 -1.13458
46 H -0.27931 -2.47268 -1.66464
47 O -0.83312 2.65773 -2.60421
48 H -1.26122 3.21139 -3.25722
49 H -0.22572 3.24427 -2.15334
50 O 3.64172 0.37652 1.78843
51 H 2.98235 0.32654 1.09637
52 H 4.47660 0.26946 1.33265



# C65H147MgN7O19

A structure of composition C65H147MgN7O19 in a non-equilibrium geometry (ωB97M-V/def2-TZVPD, the OMol25 dataset).

**Charge**: 0
**Multiplicity**: 1
**Relative energy (zero: lowest compared OMol25 entry of this formula, charge and spin)**: 115.0 kcal per mole

Positions of all 239 atoms, in Å:
1 Mg 0.56890 3.04062 -1.63886
2 C -0.08787 5.90595 0.99438
3 C 0.15908 4.78701 -0.08908
4 O 1.32666 4.54177 -0.45527
5 O -0.76245 4.17137 -0.65934
6 H -0.06030 6.92849 0.61787
7 H 0.76276 5.81946 1.67042
8 H -1.02951 5.69815 1.50254
9 C -1.08403 -0.45577 -0.98488
10 C -0.32473 0.79066 -1.28496
11 O 0.47529 1.28321 -0.47921
12 O -0.48111 1.44796 -2.30428
13 H -0.96314 -0.74833 0.05815
14 H -0.77132 -1.28743 -1.61627
15 H -2.15313 -0.39944 -1.18971
16 C 3.94307 3.54871 -3.86791
17 C 2.63288 3.80810 -3.17711
18 C 1.40750 4.13404 -4.09986
19 O 0.31294 4.03619 -3.24376
20 C -0.99417 4.20104 -3.84054
21 N 2.34846 2.61804 -2.39875
22 H 4.08880 4.35134 -4.59087
23 H 3.94889 2.58602 -4.37909
24 H 4.66792 3.50930 -3.05480
25 H 2.83574 4.73113 -2.63399
26 H 1.19166 3.48454 -4.94818
27 H 1.53766 5.06915 -4.64459
28 H -1.78934 4.15370 -3.09653
29 H -1.19379 3.30135 -4.42262
30 H -1.14116 5.14079 -4.37286
31 H 2.49443 1.89764 -3.09144
32 H 3.05490 2.52104 -1.68346
33 C 1.71141 -1.66363 1.93456
34 C 1.85827 -0.33410 2.72176
35 C 2.64770 -0.63995 4.05535
36 O 2.06882 -1.61554 4.91758
37 C 0.87687 -1.23745 5.59053
38 N 2.61420 0.63892 1.98235
39 H 2.69215 -2.06930 1.68623
40 H 1.13208 -1.46917 1.03196
41 H 1.19333 -2.40689 2.54059
42 H 0.87507 0.05331 2.98888
43 H 2.70539 0.27170 4.65004
44 H 3.70374 -0.80706 3.84327
45 H 0.09745 -0.86752 4.92439
46 H 1.03164 -0.41355 6.28717
47 H 0.43360 -2.12118 6.04946
48 H 2.11707 0.64221 1.10319
49 H 2.69646 1.58501 2.32621
50 C -1.69692 -6.46358 -0.09807
51 C -2.13874 -5.24994 0.79950
52 C -3.69861 -5.28822 0.88391
53 C -4.25396 -4.51113 2.15428
54 C -3.57938 -4.99656 3.41095
55 C -2.08506 -4.75855 3.38064
56 N -1.55786 -5.35764 2.14226
57 O -0.20310 -5.28798 2.13262
58 C -1.74069 -3.24898 3.56203
59 C -1.51473 -5.54220 4.60730
60 C -1.86288 -3.92070 0.09714
61 H -2.01787 -7.37305 0.40982
62 H -0.61565 -6.45991 -0.23564
63 H -2.20405 -6.43601 -1.06253
64 H -4.19527 -4.71809 0.09881
65 H -4.09386 -6.30399 0.87395
66 H -5.32148 -4.61059 2.35076
67 H -4.16169 -3.42934 2.05773
68 H -3.80616 -6.05281 3.55590
69 H -3.97003 -4.51384 4.30675
70 H -0.66180 -3.09601 3.58846
71 H -2.03814 -2.63534 2.71171
72 H -2.20865 -2.88411 4.47635
73 H -0.48790 -5.29497 4.87674
74 H -2.08120 -5.36157 5.52085
75 H -1.48857 -6.62158 4.45778
76 H -2.06596 -2.93414 0.51373
77 H -2.15557 -3.84839 -0.95033
78 H -0.77424 -3.89603 0.04860
79 H -0.01928 -4.39566 1.83001
80 C -7.54978 -1.10061 -0.17222
81 C -7.21506 -1.29497 -1.67152
82 C -5.68353 -1.26714 -1.99507
83 C -5.00922 -2.57322 -1.79306
84 C -5.67922 -3.62344 -2.65666
85 C -7.18036 -3.80914 -2.16061
86 N -7.86264 -2.53867 -2.18250
87 O -9.23664 -2.63047 -1.80803
88 C -7.78428 -4.74263 -3.27435
89 C -7.25191 -4.58629 -0.80654
90 C -7.72603 0.04872 -2.40800
91 H -8.62055 -0.95690 -0.02766
92 H -7.13911 -0.19192 0.26793
93 H -7.16505 -1.94711 0.39657
94 H -5.45228 -0.91284 -2.99962
95 H -5.18394 -0.56207 -1.33071
96 H -4.90059 -2.79093 -0.73056
97 H -3.99292 -2.44663 -2.16618
98 H -5.25310 -4.56430 -2.30837
99 H -5.45504 -3.56598 -3.72182
100 H -8.85475 -4.87328 -3.11585
101 H -7.57868 -4.34770 -4.26927
102 H -7.27429 -5.70527 -3.31070
103 H -6.75251 -5.55223 -0.73126
104 H -6.83346 -3.97526 -0.00678
105 H -8.29297 -4.78370 -0.55094
106 H -8.78388 0.25825 -2.24933
107 H -7.58326 0.07580 -3.48827
108 H -7.04106 0.79969 -2.01435
109 H -9.73343 -2.48866 -2.61717
110 C -5.89867 2.34421 4.30400
111 C -5.26545 1.07867 3.59858
112 C -5.51572 1.24046 2.04341
113 C -4.73010 2.27419 1.38865
114 C -3.26196 1.84428 1.56584
115 C -2.82283 1.67301 3.05137
116 N -3.86441 0.84834 3.86838
117 O -3.60138 0.80047 5.25034
118 C -1.54736 0.83887 3.13207
119 C -2.56088 3.11275 3.61211
120 C -6.01710 -0.17013 3.97857
121 H -5.63794 3.31844 3.89046
122 H -5.55677 2.48364 5.32956
123 H -6.97760 2.24997 4.42703
124 H -5.23447 0.31167 1.54707
125 H -6.58761 1.37834 1.90147
126 H -4.84447 3.21764 1.92242
127 H -5.01808 2.37230 0.34197
128 H -2.58859 2.47983 0.99072
129 H -3.01344 0.89995 1.08152
130 H -1.40887 0.36705 4.10485
131 H -1.60913 -0.04994 2.50414
132 H -0.63642 1.35440 2.82789
133 H -2.74079 3.05165 4.68542
134 H -1.52207 3.42749 3.51251
135 H -3.22431 3.91193 3.28152
136 H -7.01790 -0.04113 3.56643
137 H -6.02761 -0.40362 5.04321
138 H -5.51526 -1.04677 3.56900
139 H -3.40700 -0.12652 5.40690
140 C 4.37125 7.48927 3.62140
141 C 4.45092 6.57972 4.89486
142 C 2.96345 6.27728 5.30844
143 C 2.37742 5.17011 4.47913
144 C 3.33232 3.99611 4.40227
145 C 4.66558 4.28070 3.75447
146 N 5.17066 5.33752 4.58634
147 O 6.51382 5.64459 4.15702
148 C 5.50921 3.05667 3.98256
149 C 4.56903 4.51945 2.23119
150 C 5.16203 7.34948 6.02089
151 H 4.13473 8.50181 3.94840
152 H 3.47444 7.34376 3.01917
153 H 5.29868 7.58088 3.05609
154 H 2.84770 6.05338 6.36890
155 H 2.37721 7.16445 5.06895
156 H 1.89599 5.45459 3.54350
157 H 1.52462 4.75419 5.01563
158 H 2.82531 3.18478 3.87998
159 H 3.44929 3.64105 5.42617
160 H 5.05636 2.09783 3.73023
161 H 6.46240 3.07670 3.45423
162 H 5.70768 3.04934 5.05431
163 H 4.01859 5.45112 2.10042
164 H 5.55599 4.68331 1.79857
165 H 3.92089 3.81751 1.70649
166 H 5.21202 6.64548 6.85154
167 H 4.65141 8.18710 6.49604
168 H 6.20499 7.56517 5.78895
169 H 6.99680 5.20574 4.86112
170 C 4.83100 -0.71513 -2.75330
171 C 5.86910 -0.54775 -1.63170
172 C 7.25875 -1.06731 -2.07920
173 C 8.41126 -0.63528 -1.23360
174 C 8.37928 0.82796 -0.88774
175 C 7.03353 1.50874 -0.53357
176 N 5.97249 0.91813 -1.32149
177 O 4.68501 1.49058 -1.04038
178 C 6.69616 1.25231 1.04793
179 C 7.22896 2.99880 -0.86419
180 C 5.41514 -1.39854 -0.42849
181 H 3.84763 -0.33914 -2.47096
182 H 4.80662 -1.70901 -3.20019
183 H 5.19656 0.00266 -3.48765
184 H 7.35115 -2.15324 -2.06132
185 H 7.45861 -0.87011 -3.13241
186 H 9.36462 -0.82833 -1.72546
187 H 8.38204 -1.16426 -0.28100
188 H 9.04562 1.37606 -1.55383
189 H 8.98768 0.84338 0.01653
190 H 7.46835 1.62926 1.71855
191 H 5.74056 1.65244 1.38680
192 H 6.54147 0.22724 1.38464
193 H 7.76526 3.21706 -1.78768
194 H 6.33636 3.58523 -0.64632
195 H 7.91731 3.45954 -0.15567
196 H 6.16527 -1.54503 0.34864
197 H 5.01886 -2.38914 -0.65161
198 H 4.59936 -0.85541 0.04860
199 H 4.52290 1.16640 -0.15143
200 C -0.32743 -4.03356 -6.59239
201 C 0.89414 -4.71056 -6.13475
202 O 0.61394 -5.54792 -5.02764
203 O -0.79544 -3.25433 -5.51305
204 H -1.08713 -4.77248 -6.84724
205 H -0.23826 -3.38458 -7.46359
206 H 1.67032 -4.01346 -5.81901
207 H 1.30416 -5.26407 -6.97952
208 H 1.48435 -5.68309 -4.64592
209 H -0.39539 -3.65281 -4.73668
210 C -2.47882 -0.62618 -5.18402
211 C -2.77628 0.86407 -5.05703
212 O -3.03603 1.05323 -3.66398
213 O -2.14353 -1.00403 -6.44857
214 H -3.20921 -1.32819 -4.78176
215 H -1.64619 -0.76124 -4.49368
216 H -3.63906 1.15711 -5.65523
217 H -2.06423 1.62974 -5.36499
218 H -2.33385 1.53225 -3.21780
219 H -1.69162 -1.82178 -6.22800
220 C 2.28864 -4.32329 -1.95466
221 C 1.45750 -3.15742 -2.53932
222 O 0.17045 -3.60470 -2.87555
223 O 2.44507 -5.31927 -3.02776
224 H 1.62520 -4.66247 -1.15911
225 H 3.19357 -3.92843 -1.49283
226 H 2.07441 -2.75190 -3.34123
227 H 1.29361 -2.36626 -1.80766
228 H 0.32643 -4.54694 -2.97285
229 H 2.88469 -6.11409 -2.71696
230 C 2.83117 -0.20724 -6.39113
231 C 1.58848 -0.49950 -5.67540
232 O 1.36485 0.23834 -4.43589
233 O 3.21520 -1.06020 -7.46440
234 H 3.63700 -0.29181 -5.66203
235 H 2.80475 0.82281 -6.74662
236 H 1.52903 -1.58189 -5.56132
237 H 0.75144 -0.46302 -6.37263
238 H 0.60371 -0.11552 -3.97000
239 H 3.85894 -0.60576 -8.01273